# 1
This record from the Open Molecules 2025 dataset describes a molecular structure, CH2FeO4 at a distorted geometry. The level of theory is ωB97M-V with the def2-TZVPD basis set.

The geometry in XYZ format:
```
8
CH2FeO4 (ωB97M-V with the def2-TZVPD basis set)
O -0.796 -0.939 1.117
C 0.499 -1.200 1.111
O 1.163 -0.109 1.411
O 0.989 -2.072 0.353
Fe -0.469 0.905 0.704
H 0.082 0.507 -1.773
O -0.407 1.221 -1.197
H -1.062 1.688 -1.726
```

Computed properties:
<S²>: 6.015
LUMO level (alpha / beta), eV: -1.556 / -1.716
HOMO-LUMO gap (alpha / beta), eV: 6.76 / 6.66
M, u: 133.87
F_max, eV/Å: 5.280
Spin multiplicity: 5
E_tot, hartree: -1603.9148

Atomic partial charges in e from the natural (NBO) method, atoms 1 to 6: -0.87, 0.91, -0.87, -0.69, 1.45, 0.56



# 2
This record from the Open Molecules 2025 dataset describes a molecular structure, CH2GaLiO at a distorted geometry. The level of theory is ωB97M-V with the def2-TZVPD basis set.

The geometry in XYZ format:
```
6
CH2GaLiO (ωB97M-V with the def2-TZVPD basis set)
H 0.333 -0.245 0.203
O 2.188 0.376 -0.283
C 1.289 -0.459 -0.232
Li -3.934 1.591 -0.138
Ga -1.289 0.212 1.055
H 1.413 -1.475 -0.604
```

Computed properties:
LUMO level, eV: -11.059
Charge: +2
HOMO-LUMO gap, eV: 7.49
M, u: 106.69
F_max, eV/Å: 6.887
E_tot, hartree: -2046.1129

Need the natural (NBO) charges? In units of e they are: -0.14, -0.32, 0.31, 0.99, 0.95, 0.21



# 3
This record from the Open Molecules 2025 dataset describes a molecular structure, CH2I2. The level of theory is ωB97M-V with the def2-TZVPD basis set.

The geometry in XYZ format:
```
5
CH2I2 (ωB97M-V with the def2-TZVPD basis set)
C 0.435 -0.068 -0.130
I 2.394 -0.573 0.113
I 5.246 -1.730 2.150
H -0.274 -0.846 -0.325
H 0.114 0.860 0.310
```

Computed properties:
LUMO level (alpha / beta), eV: -0.690 / -3.199
HOMO-LUMO gap (alpha / beta), eV: 9.24 / 5.40
M, u: 267.83
F_max, eV/Å: 0.466
E_tot, hartree: -634.5884

Need the natural (NBO) charges? In units of e they are: -0.54, 0.23, -0.07, 0.19, 0.19



# 4
This record from the Open Molecules 2025 dataset describes a molecular structure, CH2I2O2 at a distorted geometry. The level of theory is ωB97M-V with the def2-TZVPD basis set.

The geometry in XYZ format:
```
7
CH2I2O2 (ωB97M-V with the def2-TZVPD basis set)
C 0.513 -0.027 -0.368
O -1.187 0.495 1.104
O -0.105 0.330 -1.455
I 1.949 1.311 0.287
I 0.719 -2.059 0.092
H -0.940 0.084 1.935
H -0.949 -0.133 -1.594
```

Computed properties:
LUMO level (alpha / beta), eV: -1.035 / -1.036
HOMO-LUMO gap (alpha / beta), eV: 7.99 / 7.88
M, u: 299.83
F_max, eV/Å: 2.936
E_tot, hartree: -785.0421

Atomic partial charges in e from the natural (NBO) method, atoms 1 to 6: 0.10, -0.95, -0.68, 0.32, 0.26, 0.43



# 5
This record from the Open Molecules 2025 dataset describes a molecular structure, CH2I2S3 at a distorted geometry. The level of theory is ωB97M-V with the def2-TZVPD basis set.

The geometry in XYZ format:
```
8
CH2I2S3 (ωB97M-V with the def2-TZVPD basis set)
C 1.392 -0.113 0.329
S -2.653 -0.148 0.308
S -0.462 -1.384 -1.471
S -1.621 0.204 -1.417
I 1.059 1.807 -0.284
I 3.419 -0.844 0.348
H 0.742 -0.273 1.195
H -1.875 0.750 0.993
```

Computed properties:
LUMO level (alpha / beta), eV: -1.743 / -1.309
HOMO-LUMO gap (alpha / beta), eV: 6.84 / 7.34
M, u: 364.04
F_max, eV/Å: 1.525
E_tot, hartree: -1829.1575

Atomic partial charges in e from the natural (NBO) method, atoms 1 to 6: -0.66, -0.13, -0.10, 0.08, 0.27, 0.22



# 6
This record from the Open Molecules 2025 dataset describes a single CH2IN2PS molecule at a distorted geometry. The level of theory is ωB97M-V with the def2-TZVPD basis set.

The geometry in XYZ format:
```
8
CH2IN2PS (ωB97M-V with the def2-TZVPD basis set)
N 1.017 0.648 1.751
P -0.150 0.154 0.779
I -1.053 -2.013 1.418
N -0.773 -0.077 -1.079
C -0.184 0.002 -2.122
S 0.420 0.107 -3.547
H 1.899 0.156 1.752
H -1.176 1.023 1.049
```

Computed properties:
LUMO level, eV: -1.429
HOMO-LUMO gap, eV: 8.14
M, u: 231.99
F_max, eV/Å: 3.100
SMILES: N=[P@H](I)N=C=S
E_tot, hartree: -1186.0211

Atomic partial charges in e from the natural (NBO) method, atoms 1 to 6: -1.10, 1.30, -0.08, -0.72, 0.18, 0.06



# 7
This record from the Open Molecules 2025 dataset describes a single CH2INO molecule at a distorted geometry. The level of theory is ωB97M-V with the def2-TZVPD basis set.

The geometry in XYZ format:
```
6
CH2INO (ωB97M-V with the def2-TZVPD basis set)
H 2.192 -0.297 0.278
N 1.273 -0.667 -0.038
C 0.230 0.076 -0.072
O -1.073 -0.683 -0.056
I -2.772 0.461 -0.149
H 0.150 1.110 0.036
```

Computed properties:
LUMO level, eV: -1.192
HOMO-LUMO gap, eV: 8.54
M, u: 170.94
F_max, eV/Å: 4.989
SMILES: [H]/N=C/OI
E_tot, hartree: -466.9167

Need the natural (NBO) charges? In units of e they are: 0.38, -0.66, 0.40, -0.68, 0.40, 0.15



# 8
This record from the Open Molecules 2025 dataset describes a single CH2INO2S molecule at a distorted geometry. The level of theory is ωB97M-V with the def2-TZVPD basis set.

The geometry in XYZ format:
```
8
CH2INO2S (ωB97M-V with the def2-TZVPD basis set)
C 1.057 1.591 0.021
N 0.201 0.770 0.422
O 0.384 -0.565 0.407
O -2.087 -1.387 1.063
S -0.882 -1.951 0.486
I -1.291 -2.201 -1.902
H 0.704 2.560 0.017
H 1.914 1.181 -0.515
```

Computed properties:
LUMO level, eV: -1.175
HOMO-LUMO gap, eV: 8.39
M, u: 219.00
F_max, eV/Å: 4.270
E_tot, hartree: -940.2892

Atomic partial charges in e from the natural (NBO) method, atoms 1 to 6: -0.15, -0.11, -0.58, -0.82, 1.36, -0.06



# 9
This record from the Open Molecules 2025 dataset describes a single CH2INS molecule at a distorted geometry. The level of theory is ωB97M-V with the def2-TZVPD basis set.

The geometry in XYZ format:
```
6
CH2INS (ωB97M-V with the def2-TZVPD basis set)
N 0.542 0.114 0.603
C -0.391 -0.034 -0.354
S -1.830 0.929 -0.325
I -0.078 -1.377 -2.002
H 0.432 0.874 1.181
H 1.325 -0.504 0.897
```

Computed properties:
LUMO level, eV: -0.098
HOMO-LUMO gap, eV: 8.45
M, u: 187.01
F_max, eV/Å: 3.171
SMILES: NC(=S)I
E_tot, hartree: -789.9190

Need the natural (NBO) charges? In units of e they are: -0.79, -0.06, -0.14, 0.18, 0.41, 0.41



# 10
This record from the Open Molecules 2025 dataset describes 2 unconnected molecules or ions with the total composition CH2IO3P at a distorted geometry. The level of theory is ωB97M-V with the def2-TZVPD basis set.

The geometry in XYZ format:
```
8
CH2IO3P (ωB97M-V with the def2-TZVPD basis set)
C -0.943 1.074 -0.139
O 2.363 -1.088 -1.169
O 1.535 -1.047 1.223
O 0.107 -2.121 -0.620
P 1.233 -1.266 -0.215
I -1.769 3.220 0.289
H -1.954 0.644 -0.282
H -0.573 0.584 0.911
```

Computed properties:
LUMO level, eV: 5.291
Charge: -2
HOMO-LUMO gap, eV: 5.03
M, u: 219.90
F_max, eV/Å: 2.647
E_tot, hartree: -904.0899

Atomic partial charges in e from the natural (NBO) method, atoms 1 to 6: -0.89, -1.16, -1.15, -1.15, 2.45, -0.37



# 11
This record from the Open Molecules 2025 dataset describes 2 unconnected molecules or ions with the total composition CH2IOP at a distorted geometry. The level of theory is ωB97M-V with the def2-TZVPD basis set.

The geometry in XYZ format:
```
6
CH2IOP (ωB97M-V with the def2-TZVPD basis set)
C -1.075 0.359 0.604
O -2.176 0.575 0.299
P 1.457 0.942 -1.088
I 0.462 2.355 -2.801
H -0.671 -0.490 1.089
H 0.537 -0.058 -1.181
```

Computed properties:
LUMO level (alpha / beta), eV: -1.377 / -0.099
HOMO-LUMO gap (alpha / beta), eV: 7.11 / 8.30
M, u: 187.90
F_max, eV/Å: 1.894
E_tot, hartree: -753.4790

Need the natural (NBO) charges? In units of e they are: 0.36, -0.44, 0.13, -0.10, 0.13, -0.08



# 12
This record from the Open Molecules 2025 dataset describes a single CH2N2 molecule at a distorted geometry. The level of theory is ωB97M-V with the def2-TZVPD basis set.

The geometry in XYZ format:
```
5
CH2N2 (ωB97M-V with the def2-TZVPD basis set)
C -0.676 0.001 -0.161
N -1.820 0.036 -0.294
N 0.609 0.019 -0.155
H 0.874 0.885 0.409
H 1.013 -0.941 0.201
```

Computed properties:
<S²>: 2.011
LUMO level (alpha / beta), eV: 0.434 / -3.222
HOMO-LUMO gap (alpha / beta), eV: 4.48 / 8.29
M, u: 42.04
F_max, eV/Å: 12.443
Spin multiplicity: 3
E_tot, hartree: -148.5516

Need the natural (NBO) charges? In units of e they are: 0.24, -0.28, -0.62, 0.32, 0.33



# 13
This record from the Open Molecules 2025 dataset describes 2 unconnected molecules or ions with the total composition CH2N2O at a distorted geometry. The level of theory is ωB97M-V with the def2-TZVPD basis set.

The geometry in XYZ format:
```
6
CH2N2O (ωB97M-V with the def2-TZVPD basis set)
C 0.989 0.316 -0.647
N -1.132 -0.551 1.550
N -0.198 -0.833 2.054
O -0.251 0.453 -1.122
H 1.271 -0.719 -1.027
H -0.678 1.333 -0.808
```

Computed properties:
<S²>: 2.004
LUMO level (alpha / beta), eV: 0.929 / -0.893
HOMO-LUMO gap (alpha / beta), eV: 8.31 / 12.25
M, u: 58.04
F_max, eV/Å: 4.060
Spin multiplicity: 3
E_tot, hartree: -223.9180

Need the natural (NBO) charges? In units of e they are: 0.08, -0.01, 0.00, -0.71, 0.14, 0.50



# 14
This record from the Open Molecules 2025 dataset describes a single CH2N2O2 molecule at a distorted geometry. The level of theory is ωB97M-V with the def2-TZVPD basis set.

The geometry in XYZ format:
```
7
CH2N2O2 (ωB97M-V with the def2-TZVPD basis set)
C -0.837 1.147 0.416
N 0.316 -1.219 -0.527
N -0.808 0.104 -0.229
O -0.627 2.015 1.176
O 1.586 -0.979 -0.391
H 1.784 -0.787 0.583
H -1.414 -0.280 -1.028
```

Computed properties:
LUMO level (alpha / beta), eV: -0.167 / -0.188
HOMO-LUMO gap (alpha / beta), eV: 7.48 / 7.57
M, u: 74.04
F_max, eV/Å: 3.092
E_tot, hartree: -299.1017

Atomic partial charges in e from the natural (NBO) method, atoms 1 to 6: 0.87, -0.16, -0.68, -0.47, -0.47, 0.43



# 15
This record from the Open Molecules 2025 dataset describes a single CH2N2O2S molecule at a distorted geometry. The level of theory is ωB97M-V with the def2-TZVPD basis set.

The geometry in XYZ format:
```
8
CH2N2O2S (ωB97M-V with the def2-TZVPD basis set)
C -1.063 -0.732 -0.323
N -0.541 -1.732 -0.724
N -0.424 0.506 0.521
O 1.931 1.070 -1.173
O 0.891 0.218 0.984
S 2.154 0.166 -0.053
H -1.931 -0.182 -0.642
H -1.017 0.687 1.410
```

Computed properties:
LUMO level (alpha / beta), eV: -1.752 / -0.933
HOMO-LUMO gap (alpha / beta), eV: 7.03 / 9.21
M, u: 106.11
F_max, eV/Å: 3.686
E_tot, hartree: -697.2901

Atomic partial charges in e from the natural (NBO) method, atoms 1 to 6: 0.06, -0.22, -0.32, -0.80, -0.57, 1.26



# 16
This record from the Open Molecules 2025 dataset describes a single CH2N2O2S molecule at a distorted geometry. The level of theory is ωB97M-V with the def2-TZVPD basis set.

The geometry in XYZ format:
```
8
CH2N2O2S (ωB97M-V with the def2-TZVPD basis set)
C -0.949 0.102 0.124
N 0.119 -0.678 0.709
N 1.232 -0.563 0.284
O 2.320 -0.966 0.473
O -0.454 1.253 -0.459
S 0.833 0.992 -1.481
H -1.486 -0.550 -0.582
H -1.616 0.410 0.933
```

Computed properties:
LUMO level (alpha / beta), eV: -1.403 / -1.491
HOMO-LUMO gap (alpha / beta), eV: 7.72 / 7.53
M, u: 106.11
F_max, eV/Å: 2.960
E_tot, hartree: -697.3182

Atomic partial charges in e from the natural (NBO) method, atoms 1 to 6: 0.06, -0.20, 0.40, -0.29, -0.63, 0.25



# 17
This record from the Open Molecules 2025 dataset describes a single CH2N2O2S molecule at a distorted geometry. The level of theory is ωB97M-V with the def2-TZVPD basis set.

The geometry in XYZ format:
```
8
CH2N2O2S (ωB97M-V with the def2-TZVPD basis set)
C -0.016 -1.423 -0.963
N -0.427 -2.511 -0.904
N -0.415 0.615 1.033
O 1.073 2.092 -0.280
O 0.637 -0.376 -1.196
S 1.074 0.726 0.160
H -1.233 1.052 0.539
H -0.692 -0.176 1.611
```

Computed properties:
LUMO level, eV: 0.042
HOMO-LUMO gap, eV: 10.96
M, u: 106.11
F_max, eV/Å: 3.234
E_tot, hartree: -697.4172

Atomic partial charges in e from the natural (NBO) method, atoms 1 to 6: 0.52, -0.41, -1.07, -0.85, -0.68, 1.67



# 18
This record from the Open Molecules 2025 dataset describes 2 unconnected molecules or ions with the total composition CH2N2O2S at a distorted geometry. The level of theory is ωB97M-V with the def2-TZVPD basis set.

The geometry in XYZ format:
```
8
CH2N2O2S (ωB97M-V with the def2-TZVPD basis set)
C 0.233 0.651 0.067
N 2.299 -0.373 0.180
N 1.341 0.241 -0.278
O -0.698 1.384 0.043
O -0.977 -0.953 0.188
S -2.364 -0.358 0.071
H 2.532 -0.494 1.123
H -2.365 -0.097 -1.393
```

Computed properties:
LUMO level (alpha / beta), eV: -1.822 / -0.714
HOMO-LUMO gap (alpha / beta), eV: 6.72 / 8.60
M, u: 106.11
F_max, eV/Å: 4.769
E_tot, hartree: -697.2867

Atomic partial charges in e from the natural (NBO) method, atoms 1 to 6: 0.79, -0.33, -0.23, -0.53, -0.84, 0.75



# 19
This record from the Open Molecules 2025 dataset describes a single CH2N2O3 molecule at a distorted geometry. The level of theory is ωB97M-V with the def2-TZVPD basis set.

The geometry in XYZ format:
```
8
CH2N2O3 (ωB97M-V with the def2-TZVPD basis set)
C 0.124 0.166 0.058
N -0.133 0.531 -1.225
N -0.116 -1.166 0.242
O 0.470 1.034 0.855
O -0.333 0.060 -2.358
O 0.042 -1.476 1.488
H -0.069 1.545 -1.119
H 0.016 -0.694 2.059
```

Computed properties:
LUMO level (alpha / beta), eV: -1.343 / -1.942
HOMO-LUMO gap (alpha / beta), eV: 9.00 / 7.97
M, u: 90.04
F_max, eV/Å: 3.254
E_tot, hartree: -374.3626

Atomic partial charges in e from the natural (NBO) method, atoms 1 to 6: 0.58, -0.10, -0.04, -0.63, -0.24, -0.41



# 20
This record from the Open Molecules 2025 dataset describes 2 unconnected molecules or ions with the total composition CH2N2O3 at a distorted geometry. The level of theory is ωB97M-V with the def2-TZVPD basis set.

The geometry in XYZ format:
```
8
CH2N2O3 (ωB97M-V with the def2-TZVPD basis set)
C -0.942 -0.134 -0.128
N -0.473 0.068 1.073
N 0.936 -0.063 -0.931
O -1.776 -0.148 -0.922
O 1.831 -0.313 -0.187
O 0.934 0.256 -2.062
H 0.589 0.015 1.239
H -1.098 0.319 1.918
```

Computed properties:
LUMO level, eV: 0.226
HOMO-LUMO gap, eV: 9.36
M, u: 90.04
F_max, eV/Å: 5.006
E_tot, hartree: -374.4164

Atomic partial charges in e from the natural (NBO) method, atoms 1 to 6: 0.81, -0.85, 0.40, -0.46, -0.44, -0.36